# 1
C5H9FO2S | ωB97M-V with the def2-TZVPD basis set

As for the gap between HOMO and LUMO: 10.674 eV. As for the energy relative to the best compared isomer or geometry (same formula, charge and spin): 0.070 eV. As for the calculated total energy: -22974.9143 eV. The HOMO energy comes out at -10.0888 eV. As for the total charge: 0. The LUMO energy is 0.585 eV.

XYZ file:
```
18
Properties=species:S:1:pos:R:3:forces:R:3:nbo_charge:R:1
H -2.23983 -1.16310 0.84423 0.2 -0.6 -0.2 0.2289
H 0.38979 0.50026 -1.93816 1.8 -1.2 -2.8 0.1613
H 1.01794 2.52016 0.57345 -0.1 1.7 0.1 0.2339
H 2.22123 1.35376 -0.29144 2.3 0.3 -0.7 0.2278
C -1.82318 -0.27808 0.38214 1.9 0.3 3.8 -0.6283
H -0.26457 -1.88981 -1.50096 -1.4 -0.5 -2.6 0.2138
H 0.11194 -2.36658 -0.01664 0.3 -1.6 1.4 0.2274
S 0.89799 0.21515 1.26622 1.8 0.5 -1.9 2.0894
O 0.33966 0.65409 2.50574 -0.8 0.1 0.4 -0.9225
C -0.06281 0.73645 -1.07316 1.7 3.5 5.3 0.2981
C -0.36251 -0.36480 -0.06603 0.5 1.2 0.4 -0.2806
C 0.25510 -1.57584 -0.67936 -1.8 0.0 1.9 -0.6177
H 1.24805 -1.45018 -0.89528 2.5 0.3 -0.5 0.2333
H -1.88925 0.47938 1.28862 -0.1 -0.9 -2.4 0.2548
H -2.30739 -0.05883 -0.49674 -1.9 1.0 -1.5 0.2213
C 1.33224 1.62460 0.14452 -4.5 -4.5 -0.7 -0.6647
F -0.95246 1.69711 -1.35405 -1.1 0.1 0.2 -0.3368
O 2.08806 -0.63376 1.30689 -1.3 0.2 -0.1 -0.9396
```
Forces are in eV/Å.



# 2
C5H9FOS | ωB97M-V with the def2-TZVPD basis set

As for the gap between HOMO and LUMO: 9.784 eV. Its SMILES is C[C@H]1[C@@H](S)[C@@]1(O)CF. As for the energy relative to the best compared isomer or geometry (same formula, charge and spin): 0.429 eV. As for the calculated total energy: -20929.9248 eV. The HOMO energy comes out at -8.9853 eV. As for the total charge: 0. The LUMO energy is 0.798 eV.

XYZ file:
```
17
Properties=species:S:1:pos:R:3:forces:R:3:nbo_charge:R:1
H -0.58162 -0.38239 1.76732 0.5 0.1 -0.1 0.1931
H -2.30449 0.25261 -1.02001 -2.2 -1.9 0.3 0.4778
C -1.23897 -0.01646 0.99121 0.2 0.6 0.2 0.0228
O -1.60286 0.81907 -1.17594 1.4 2.6 -1.1 -0.6873
C 0.64810 -0.09460 -0.89040 0.0 0.3 0.7 -0.3844
H 1.01356 2.60077 1.40882 -0.6 0.8 0.2 0.2165
C -0.61640 0.52076 -0.27167 1.4 -0.7 0.1 0.1925
C 1.43219 1.75341 0.91793 0.5 -1.6 0.2 -0.6171
H -1.87704 0.77720 1.41013 0.0 -0.3 -0.1 0.1758
F -2.04962 -1.09337 0.62949 -0.3 -0.1 -0.1 -0.3783
C 0.66233 1.32167 -0.31344 -0.4 -0.1 0.5 -0.2175
H 1.44110 0.93119 1.68762 0.3 0.7 -0.8 0.2156
H 2.45716 2.04084 0.61997 -0.3 -0.4 0.3 0.2200
H 0.68220 2.07151 -1.09021 -0.2 0.0 -0.2 0.2302
H 0.48185 -2.30890 -0.24524 -0.3 -0.4 0.0 0.1293
H 0.68357 -0.05230 -1.97465 -0.2 -0.4 0.1 0.2349
S 1.49686 -1.47197 -0.08896 0.1 0.7 -0.2 -0.0238
```
Forces are in eV/Å.



# 3
C5H9FOSi | ωB97M-V with the def2-TZVPD basis set

As for the gap between HOMO and LUMO (alpha / beta): 6.837 / 6.934 eV. As for the energy relative to the best compared isomer or geometry (same formula, charge and spin): 3.446 eV. As for the calculated total energy: -17970.6036 eV. The HOMO energy (alpha / beta) comes out at -7.3096 / -7.1514 eV. As for the total charge: 0. The LUMO energy (alpha / beta) is -0.472 / -0.218 eV.

XYZ file:
```
17
Properties=species:S:1:pos:R:3:forces:R:3:nbo_charge:R:1
C -2.31176 -0.28184 -0.43962 0.6 -1.4 0.5 -0.4235
F 1.81246 2.13770 0.26414 -0.5 -0.3 -0.6 -0.6763
H 2.65304 -0.04885 1.60550 -1.7 0.1 0.6 0.2468
Si 1.03654 0.71899 -0.07989 -0.3 0.9 0.6 1.5194
H 0.96899 0.44044 2.31299 -0.5 1.3 1.7 0.2390
H 0.94079 -0.13935 -2.38031 -3.7 -1.8 -2.6 0.2214
C -1.99587 1.04998 -0.11951 1.1 1.0 1.4 0.5736
H -1.83839 -0.45573 -1.45221 -0.9 -0.7 1.3 0.2478
H 2.14733 0.89626 -2.32394 1.1 1.2 -0.3 0.2505
H 2.43392 -0.78535 -1.60872 -1.7 2.1 -0.6 0.2345
C -2.61853 -1.23842 0.56014 1.5 2.2 -5.1 -0.3496
H 1.16219 -1.17879 1.66013 0.6 1.5 0.0 0.2302
C 1.50667 -0.08485 1.60454 1.3 -3.2 -3.2 -1.1170
H -2.36107 -2.21913 0.36020 0.1 -1.9 -0.5 0.1925
C 1.67069 0.13383 -1.77976 4.3 -1.6 4.2 -1.1223
H -2.92500 -1.04030 1.49177 -1.0 1.2 3.2 0.1919
O -2.28201 2.09542 0.32454 -0.3 -0.5 -0.5 -0.4590
```
Forces are in eV/Å.



# 4
C5H9FS | ωB97M-V with the def2-TZVPD basis set

As for the gap between HOMO and LUMO: 9.903 eV. Its SMILES is C/C=C(\F)CCS. As for the energy relative to the best compared isomer or geometry (same formula, charge and spin): 1.940 eV. As for the calculated total energy: -18881.8986 eV. The HOMO energy comes out at -9.0709 eV. As for the total charge: 0. The LUMO energy is 0.833 eV.

XYZ file:
```
16
Properties=species:S:1:pos:R:3:forces:R:3:nbo_charge:R:1
H -2.21485 -0.23070 -0.22934 1.0 1.8 1.7 0.2214
H -2.34066 1.54465 0.48239 1.6 -1.8 -0.2 0.2418
H -2.77839 -1.19387 2.18342 -0.4 0.6 -0.1 0.1112
F 0.23965 1.51566 -0.86362 0.7 -1.3 0.2 -0.3726
C -1.92954 0.47188 0.69545 -1.8 -0.5 -2.5 -0.5376
H -0.22871 1.31196 1.70296 -0.2 -2.0 -0.5 0.2306
H -0.16162 -0.63151 1.67852 -0.9 1.7 -0.6 0.2289
C -0.45171 0.33246 1.10663 2.4 1.1 0.2 -0.4814
H 3.02030 0.17968 -1.76721 0.9 1.1 -0.6 0.2259
S -3.22462 0.06921 1.89941 0.7 -1.0 0.8 -0.0234
H 1.71654 -1.28456 0.22591 0.0 0.7 -0.9 0.2222
C 2.15486 -0.42643 -1.83109 0.5 -2.1 -1.4 -0.6472
C 1.54898 -0.45319 -0.50424 -2.2 -0.3 2.0 -0.2958
H 1.43971 -0.11841 -2.67011 1.2 -0.4 1.3 0.2360
C 0.59221 0.38449 -0.11114 -2.4 0.9 0.9 0.4204
H 2.61785 -1.47133 -1.99794 -1.0 1.5 -0.2 0.2195
```
Forces are in eV/Å.



# 5
C5H9I2N2S | ωB97M-V with the def2-TZVPD basis set

As for the gap between HOMO and LUMO: 6.609 eV. As for the energy relative to the best compared isomer or geometry (same formula, charge and spin): 4.958 eV. As for the calculated total energy: -35335.4299 eV. The HOMO energy comes out at -11.8858 eV. As for the total charge: +1. The LUMO energy is -5.276 eV.

XYZ file:
```
19
Properties=species:S:1:pos:R:3:forces:R:3:nbo_charge:R:1
N -0.78089 0.00542 -0.11247 -1.3 2.6 -0.5 -0.4521
H -1.86803 -1.67099 0.18313 -1.4 -0.4 1.4 0.2261
C 0.94256 1.65402 0.00793 -0.2 0.2 -0.4 -0.3231
I 2.42201 2.98958 -0.75319 -0.7 -0.7 0.8 0.3272
H 0.43886 -1.62723 2.66508 0.2 0.0 -0.2 0.3289
H -0.04917 0.21913 -2.84591 -0.8 -0.3 0.2 0.2459
H 1.16011 -0.28660 2.74642 1.1 3.9 3.5 0.3087
C 0.38731 0.69692 -0.75048 0.5 0.6 0.2 0.0690
H -1.66465 0.42469 -0.54438 1.2 -0.7 -0.1 0.4473
H -0.12814 -1.81103 0.46036 1.4 -0.9 1.3 0.2706
H 1.43931 -0.48328 -2.26585 -0.7 0.8 0.4 0.2591
I -2.68095 0.19086 2.26328 0.1 0.3 0.0 0.4285
H -0.93474 -1.99537 -1.09304 0.7 1.2 -0.3 0.2529
S 0.17724 1.91183 1.57684 -0.9 0.0 -0.9 0.5025
C -0.89637 -1.45794 -0.13015 -0.6 -0.5 -2.2 -0.4213
C 0.75220 0.41067 -2.14773 0.5 -2.5 -0.7 -0.6868
H 1.24747 1.20042 -2.64103 0.8 1.2 0.0 0.2667
N 0.96393 -0.93515 2.11264 -3.2 -3.0 -4.0 -0.8043
C -0.92806 0.56404 1.26855 3.5 -1.6 1.5 -0.2459
```
Forces are in eV/Å.



# 6
C5H9IN | ωB97M-V with the def2-TZVPD basis set

As for the gap between HOMO and LUMO (alpha / beta): 7.548 / 7.535 eV. As for the energy relative to the best compared isomer or geometry (same formula, charge and spin): 4.253 eV. As for the calculated total energy: -14910.0181 eV. The HOMO energy (alpha / beta) comes out at -13.6148 / -13.6186 eV. As for the total charge: +1. The LUMO energy (alpha / beta) is -6.067 / -6.084 eV.

XYZ file:
```
16
Properties=species:S:1:pos:R:3:forces:R:3:nbo_charge:R:1
N -0.13013 0.35634 -0.27524 0.4 -0.2 -1.1 -0.4465
C -0.99202 0.01309 0.84770 0.1 0.5 0.4 0.1340
I 1.02504 -0.13890 -2.42157 2.0 0.0 0.1 0.8593
H 3.50820 -1.01628 -1.97307 -0.1 -0.1 0.2 0.2341
H -0.72431 2.22567 0.67728 0.1 0.0 0.1 0.2099
C -1.95636 -1.08565 1.03900 -0.1 -0.2 -0.1 -0.6368
C 0.47640 0.08975 1.02393 0.0 -0.2 0.6 -0.2349
H -2.53947 -0.89538 1.93724 0.0 0.0 0.1 0.2553
H -1.43831 -2.03442 1.16460 0.0 -0.1 0.0 0.2372
H 1.02578 -0.84135 1.09036 0.0 -0.1 -0.1 0.2204
H 3.52607 0.82010 -2.36306 -0.1 0.1 0.2 0.2366
C -1.10543 1.33584 0.18910 -0.5 0.3 0.4 -0.2256
H -2.64257 -1.14781 0.19855 -0.1 0.0 -0.1 0.2365
C 2.98846 -0.10480 -2.21496 -1.7 0.0 -0.7 -0.5151
H 0.92325 0.91940 1.55442 0.0 0.2 0.0 0.2107
H -1.94461 1.50440 -0.47427 0.0 -0.1 -0.1 0.2250
```
Forces are in eV/Å.



# 7
C5H9IN3P | ωB97M-V with the def2-TZVPD basis set

As for the gap between HOMO and LUMO (alpha / beta): 6.299 / 5.952 eV. As for the energy relative to the best compared isomer or geometry (same formula, charge and spin): 1.794 eV. As for the calculated total energy: -27187.5978 eV. The HOMO energy (alpha / beta) comes out at -8.2520 / -8.0901 eV. As for the total charge: 0. The LUMO energy (alpha / beta) is -1.953 / -2.138 eV.

XYZ file:
```
19
Properties=species:S:1:pos:R:3:forces:R:3:nbo_charge:R:1
C -0.19434 -2.04911 0.97976 0.1 0.6 -2.9 0.2421
H 1.87363 0.64855 -1.93657 -0.1 -1.4 -0.9 0.2385
C -0.52084 0.94589 1.61920 1.2 0.1 4.5 -0.7590
P -0.49258 1.35713 -1.28776 0.4 0.9 0.6 0.6478
I -3.62004 0.47875 -0.02792 1.2 -0.1 0.3 -0.4385
N 0.10766 -3.08158 0.25193 0.1 -1.2 2.4 -0.4318
H 0.59929 1.17922 1.97532 -1.7 -1.3 -1.0 0.2577
H 1.99126 1.48904 -0.42348 -1.4 0.2 -2.0 0.2050
C 0.30939 -2.62146 -0.99280 -1.1 2.5 2.2 0.1911
C 1.39245 1.45014 -1.45650 0.1 -1.2 4.7 -0.9140
H -0.72613 2.65496 -0.55242 0.4 -1.4 -0.7 -0.0262
N 0.10500 -1.35393 -1.11345 -0.4 0.9 -0.2 -0.2525
H 0.60125 -3.18199 -1.76603 1.0 -2.2 -2.7 0.2017
C -0.58041 0.36456 0.29172 -1.0 0.7 -0.8 0.1865
H 1.63089 2.29039 -1.97336 0.6 2.7 -1.5 0.2265
H -0.82609 1.98925 1.82131 -0.9 -0.8 -0.9 0.2805
H -0.37951 -1.86066 1.97066 -0.4 -0.6 2.3 0.2125
H -1.01647 0.24840 2.46478 1.2 1.6 -1.9 0.2477
N -0.25441 -0.94753 0.15564 0.6 -0.2 -1.5 -0.3155
```
Forces are in eV/Å.